# 1
{
  "formula": "C22H40NO6PS",
  "method": "ωB97M-V/def2-TZVPD",
  "e_lumo_ev": -1.833,
  "e_homo_ev": -8.677,
  "gap_ha": 0.2515,
  "species": ["S", "P", "O", "O", "O", "O", "O", "O", "N", "C", "C", "C", "C", "C", "C", "C", "C", "C", "C", "C", "C", "C", "C", "C", "C", "C", "C", "C", "C", "C", "C", "H", "H", "H", "H", "H", "H", "H", "H", "H", "H", "H", "H", "H", "H", "H", "H", "H", "H", "H", "H", "H", "H", "H", "H", "H", "H", "H", "H", "H", "H", "H", "H", "H", "H", "H", "H", "H", "H", "H", "H"],
  "coordinates": [[3.02364, -0.45322, -7.42935], [4.51732, -0.09184, -6.17354], [-1.29387, -0.99953, 3.03851], [0.90635, 4.33464, 3.02495], [1.45893, -2.00722, -0.97218], [2.33494, 3.16301, 0.50784], [-4.66657, -1.32610, 0.26716], [3.58931, 0.68506, 3.13851], [-2.33179, 0.53817, -4.59335], [3.44959, 2.84775, -2.64616], [-5.08381, -2.68304, 0.23693], [3.67797, -1.09047, 1.52014], [4.10057, 2.21792, -4.05141], [1.27971, -0.69289, -1.19406], [1.77200, 2.31107, -0.35306], [0.27525, 1.60903, -0.09904], [2.25695, 0.21804, -2.19974], [-2.48679, -0.14238, -1.53141], [-1.41872, -0.60253, -0.33952], [-2.65404, -1.28924, -2.69804], [2.91053, -0.38754, -3.58973], [-2.55190, -2.53431, 4.39545], [0.02408, 0.16690, -0.50014], [2.32440, 4.49280, 4.95979], [2.52522, 1.80928, -1.75966], [-6.46371, -2.81373, 0.84744], [-1.97351, -0.87214, -4.13452], [3.82324, 0.64429, -4.52507], [-1.33192, -2.33468, 3.52040], [1.34126, 3.64035, 4.18474], [2.97615, -0.53237, 2.74076], [-2.08699, 0.89937, -1.93782], [-6.80209, -3.85358, 0.82782], [1.86348, 5.44186, 5.25256], [-2.53430, -1.84689, 5.24747], [-3.57102, 0.07995, -1.08609], [-1.61613, 0.89657, -5.28156], [5.38585, 0.82624, -6.86858], [-4.35374, -3.28721, 0.78413], [3.63486, 3.98553, -2.33514], [-1.25651, -0.41001, 3.81110], [3.63371, -0.37936, 0.68877], [2.66615, 3.97358, 5.85967], [-0.80152, -1.07193, -4.11077], [-1.22627, -1.76080, -0.53108], [-3.46735, -2.32165, 3.83367], [1.69223, 4.52205, 2.48357], [-2.59852, -3.56022, 4.77163], [-3.26064, 0.53398, -5.09592], [3.19474, 4.73858, 4.34262], [-3.81384, -1.47970, -2.89554], [-0.60612, 2.26108, 0.36482], [-1.87129, -0.44766, 0.73004], [1.91894, -0.34149, 2.53259], [5.09875, -1.37573, -5.87714], [4.73499, 2.97608, -4.69900], [3.51819, 1.30616, 2.39353], [1.79873, 2.69503, 3.87725], [-0.41185, -2.53290, 4.07865], [4.73759, -1.26653, 1.73243], [-2.21400, -2.33791, -2.38731], [0.46332, 3.41547, 4.79747], [2.73586, -1.50658, -3.94174], [-1.36441, -3.00796, 2.65876], [-7.18557, -2.19654, 0.30258], [3.22002, -2.03174, 1.20316], [-4.65310, -1.04425, 1.19786], [3.04170, -1.23645, 3.57549], [-5.09345, -3.01424, -0.80567], [-6.46341, -2.46262, 1.88452], [-2.39781, -1.60267, -4.97147]],
  "forces_ev_per_a": [[0.599, 0.146, 0.578], [-2.655, 0.077, -0.219], [0.052, 0.420, 0.038], [-0.065, 0.198, -0.223], [-1.144, 8.258, -1.674], [-3.286, -4.948, -5.357], [0.055, 0.189, 0.299], [0.054, 0.431, 0.062], [0.391, -0.639, -0.678], [-0.858, -4.644, -1.312], [-0.164, 0.084, 0.311], [0.070, -0.297, -0.039], [-2.262, -1.860, 2.358], [0.476, -3.877, 0.700], [1.372, 1.870, 2.581], [0.120, -3.420, -1.439], [1.707, 1.590, -1.963], [-0.084, 0.721, 0.270], [0.273, -0.483, -0.623], [-0.426, 0.315, -0.640], [0.583, 4.084, 1.435], [-0.155, -0.162, 0.072], [1.067, 3.179, 0.614], [0.061, 0.069, 0.266], [1.083, -0.553, -2.048], [-0.231, -0.121, -0.035], [-0.288, -1.222, -0.818], [-1.019, 1.708, 3.980], [-0.103, 0.121, 0.269], [0.315, 0.140, -0.228], [0.055, 0.160, -0.366], [-0.912, -2.387, 0.383], [-0.024, 0.091, 0.065], [-0.013, -0.162, -0.002], [0.058, -0.127, 0.000], [2.709, -0.649, -0.800], [-1.129, -0.718, 1.058], [0.137, -0.554, 1.238], [-0.040, -0.201, -0.067], [-0.528, -2.967, -0.694], [0.017, -0.266, -0.432], [-0.099, -0.069, -0.008], [0.057, 0.073, -0.068], [-2.455, 0.847, 0.042], [-0.187, 2.521, 0.780], [0.122, -0.093, 0.005], [-0.460, -0.251, 0.142], [-0.048, 0.105, 0.030], [1.534, -0.143, 0.796], [-0.014, -0.139, 0.068], [2.441, 0.523, 0.455], [2.335, -1.545, -0.904], [1.120, -0.223, -2.104], [-0.112, -0.214, -0.025], [0.420, 1.159, 0.251], [-1.431, -1.988, 1.322], [0.020, -0.264, 0.347], [0.032, -0.103, 0.213], [-0.020, -0.210, -0.006], [-0.149, 0.003, 0.051], [-0.764, 2.154, -0.460], [-0.006, 0.091, -0.202], [0.333, 2.709, 0.936], [0.071, 0.249, -0.001], [0.128, -0.128, -0.002], [0.045, 0.117, -0.089], [0.013, -0.114, -0.474], [0.049, 0.232, 0.004], [0.115, 0.205, 0.099], [0.038, -0.131, -0.028], [1.005, 1.031, 1.909]],
  "mulliken_charge": [-0.402, 0.121, -0.406, -0.510, -0.614, -0.554, -0.391, -0.554, -0.584, -0.509, -0.185, -0.855, -0.345, 0.211, 0.114, -0.401, 0.267, -0.279, -0.440, -0.616, -0.461, -1.016, 0.530, -1.138, 0.268, -1.131, -0.443, 0.239, -0.201, 0.181, -0.043, 0.413, 0.365, 0.292, 0.352, 0.171, 0.228, 0.117, 0.207, 0.329, 0.234, 0.091, 0.340, 0.199, 0.317, 0.175, 0.281, 0.351, 0.233, 0.312, 0.239, 0.319, 0.026, 0.110, 0.116, 0.249, 0.288, -0.017, 0.255, 0.329, 0.289, 0.277, 0.280, 0.289, 0.282, 0.310, 0.246, 0.341, 0.287, 0.324, 0.299]
}



# 2
{
  "formula": "C10H10FN3S2",
  "method": "ωB97M-V/def2-TZVPD",
  "e_lumo_ev": 0.471,
  "e_homo_ev": -8.630,
  "gap_ha": 0.3344,
  "species": ["S", "S", "F", "N", "N", "N", "C", "C", "C", "C", "C", "C", "C", "C", "C", "C", "H", "H", "H", "H", "H", "H", "H", "H", "H", "H"],
  "coordinates": [[-0.36683, -1.40044, -3.55561], [1.40013, -1.69489, -0.16263], [-1.71503, 0.41105, 5.37880], [0.71679, 0.75726, -2.72410], [-2.33558, 0.44582, -4.21038], [-0.31459, 1.16441, -3.39345], [0.42977, -0.91544, 2.68855], [-1.17239, 0.35833, 4.14219], [1.29864, 0.01797, 0.49684], [-0.37901, -0.73588, 3.84405], [0.89929, -0.60560, -2.64042], [-0.26601, 1.31493, 2.05476], [0.51523, 0.16591, 1.78028], [1.92809, -1.43427, -1.93258], [-1.00579, 1.42169, 3.23053], [-1.02227, 0.16266, -3.80271], [-2.88233, -0.07604, -4.91233], [-2.58195, 1.38965, -4.03782], [-0.13214, 2.10614, 1.32453], [-1.70902, 2.31423, 3.45231], [1.00571, -1.81106, 2.40197], [2.13571, -2.36467, -2.40769], [-0.34829, -1.49592, 4.64280], [2.28676, 0.66391, 0.61635], [0.83223, 0.69551, -0.28186], [2.78286, -0.85526, -1.99236]],
  "forces_ev_per_a": [[-0.026, 0.370, 0.479], [0.460, 0.377, -0.095], [-0.349, 0.464, -0.929], [3.965, -3.609, 2.291], [0.552, -1.701, -0.537], [-1.018, -0.064, -0.236], [-0.607, 1.662, -0.266], [3.013, -0.046, -1.655], [1.087, 3.101, -1.037], [0.604, -2.061, 0.725], [-1.594, 2.326, -1.508], [1.101, -0.857, 0.144], [-1.130, -1.318, 0.737], [-1.977, 1.628, 0.913], [-3.059, 1.738, 1.001], [-2.946, 0.200, -1.398], [0.947, 0.496, 0.801], [-0.222, 0.717, -0.148], [-0.584, 0.313, 0.319], [1.606, -1.140, -0.644], [-0.501, 0.292, 0.917], [-0.223, -0.811, -0.142], [-0.055, 0.102, -0.599], [-1.218, -2.061, -0.115], [0.048, -1.091, 0.605], [2.127, 0.976, 0.376]],
  "nbo_charge": [0.367, 0.202, -0.314, -0.249, -0.822, -0.308, -0.212, 0.374, -0.582, -0.259, -0.015, -0.215, -0.025, -0.550, -0.259, 0.184, 0.402, 0.404, 0.223, 0.226, 0.229, 0.249, 0.221, 0.234, 0.257, 0.239]
}